(1)
Here is 11 unconnected molecules or ions with the total composition C60H168F2N27O15P9 at a distorted geometry from the Open Molecules 2025 dataset. Energies are from the ωB97M-V functional and the def2-TZVPD basis.

Properties
Frontier orbital gap: 7.7791 eV
2S+1: 1
SMILES: CN(C)P(=O)(N(C)C)N(C)C.CN(C)P(=O)(N(C)C)N(C)C.CN(C)P(=O)(N(C)C)N(C)C.CN(C)P(=O)(N(C)C)N(C)C.CN(C)P(=O)(N(C)C)N(C)C.CN(C)P(=O)(N(C)C)N(C)C.CN(C)P(=O)(N(C)C)N(C)C.CN(C)P(=O)(N(C)C)N(C)C.CN(C)P(=O)(N(C)C)N(C)C.O=C1OC[C@@H](F)O1.O=C1OC[C@@H](F)O1
HOMO level: -7.6 eV
Energy above the lowest of the compared OMol25 structures with the same formula, charge and spin: 578.19 kJ/mol

Each line ends with the Löwdin charge.
Element x y z (Å)
P -1.96 5.10 -6.35  0.685
P 1.89 6.79 0.75  0.550
P 2.30 -7.06 -1.70  0.617
P -4.47 4.85 0.05  0.582
P -4.00 -4.72 4.13  0.609
P -5.18 1.85 5.68  0.670
P 5.65 -4.33 3.68  0.611
P 4.75 1.47 -3.64  0.641
P -0.70 -1.40 -0.45  0.672
F -3.95 -4.24 -2.75  0.085
F -0.15 -5.05 -6.27  0.092
O -5.70 1.09 4.50  -0.305
O -4.91 -5.56 4.93  -0.290
O -3.23 4.88 -0.78  -0.296
O -3.76 -8.27 -3.02  0.155
O -2.34 -6.58 -3.76  0.096
O 2.67 -3.49 -7.23  0.154
O 1.02 -6.32 -1.95  -0.303
O 1.89 -4.56 -5.59  0.134
O 4.10 -4.33 -5.80  0.108
O -1.07 4.08 -7.08  -0.330
O -1.72 -2.50 -0.52  -0.297
O 2.77 7.73 1.44  -0.266
O -3.62 -6.27 -2.00  0.113
O 3.70 2.47 -3.98  -0.305
O 4.39 -5.12 3.93  -0.320
N 0.80 -1.87 -1.18  -0.272
N -0.12 -1.14 1.19  -0.292
N -4.51 3.67 1.23  -0.309
N -1.01 0.09 -1.27  -0.287
N -5.19 0.96 7.20  -0.329
N -2.98 -5.65 3.06  -0.282
N -5.91 3.36 6.14  -0.316
N -3.28 5.60 -7.39  -0.311
N -4.53 -3.33 3.26  -0.316
N 4.79 0.04 -4.63  -0.285
N 1.79 6.91 -0.99  -0.299
N 2.36 -8.78 -1.75  -0.311
N 5.43 -2.95 2.72  -0.285
N -2.69 4.56 -4.86  -0.295
N 2.88 -6.62 -0.10  -0.298
N 6.85 -5.37 2.91  -0.294
N 6.48 -3.80 5.07  -0.305
N 2.27 5.12 0.89  -0.274
N 0.29 7.03 1.15  -0.298
N 6.32 2.17 -3.61  -0.305
N 3.55 -6.64 -2.74  -0.275
N 4.67 0.96 -1.96  -0.280
N -4.68 6.34 0.94  -0.268
N -1.15 6.54 -5.96  -0.301
N -5.94 4.62 -0.78  -0.283
N -3.51 2.30 5.37  -0.292
N -2.80 -3.97 5.12  -0.325
C -3.46 2.67 1.15  -0.113
C 1.40 3.97 0.62  -0.139
C 3.94 -1.18 -4.20  -0.059
C -2.67 -4.09 6.56  -0.112
C 4.11 1.88 -0.97  -0.127
C 6.51 3.44 -2.86  -0.101
C 2.86 7.50 -1.82  -0.104
C 6.88 -6.80 3.13  -0.135
C -5.19 -2.30 4.03  -0.123
C -1.96 -5.36 -3.23  -0.098
C -0.43 8.25 0.79  -0.096
C 4.23 -6.92 0.38  -0.137
C 7.51 1.39 -3.82  -0.145
C -1.68 7.75 -5.48  -0.149
C 4.91 -3.13 1.37  -0.117
C 0.95 5.92 -1.75  -0.097
C -2.65 3.13 -4.49  -0.089
C 1.28 -3.64 -7.44  -0.031
C -3.03 -5.03 -2.19  -0.350
C -3.22 -7.10 3.12  -0.120
C 4.84 -1.81 3.47  -0.103
C -2.09 0.10 -2.27  -0.117
C 3.28 -9.66 -1.01  -0.103
C -3.91 6.53 2.21  -0.108
C 5.55 -0.02 -1.34  -0.132
C 1.28 -9.52 -2.41  -0.118
C -3.36 5.37 -3.94  -0.166
C 3.68 -7.30 -4.04  -0.118
C -2.53 1.19 5.17  -0.112
C 1.80 -6.43 0.90  -0.093
C 0.67 -4.00 -6.11  -0.263
C 3.66 4.69 1.23  -0.098
C -5.63 3.28 2.10  -0.088
C -2.23 -5.13 1.85  -0.086
C 8.02 -4.86 2.16  -0.131
C -1.85 -3.04 4.54  -0.141
C 0.72 -2.15 1.90  -0.068
C -5.40 4.32 7.16  -0.104
C 2.04 -1.00 -1.16  -0.117
C -5.07 -3.46 1.88  -0.090
C 2.96 -4.08 -6.17  -0.681
C 7.70 -2.93 5.01  -0.084
C 3.99 -5.17 -2.75  -0.073
C -3.23 -7.19 -2.95  -0.491
C -0.04 6.53 2.51  -0.107
C -7.23 4.95 -0.10  -0.112
C 5.03 0.21 -6.06  -0.108
C -7.05 3.85 5.35  -0.114
C -2.96 3.60 4.92  -0.100
C 6.51 -4.78 6.20  -0.101
C -6.26 0.07 7.56  -0.130
C -2.91 5.91 -8.81  -0.094
C -0.97 -0.38 2.09  -0.150
C -0.07 1.22 -1.44  -0.103
C 0.81 -3.03 -2.11  -0.085
C -6.06 3.74 -1.94  -0.110
C -4.83 7.63 0.15  -0.104
C -4.22 1.24 8.27  -0.112
C -4.55 6.06 -6.88  -0.132
C 0.34 6.51 -5.90  -0.095
H -2.91 2.59 -5.39  0.080
H 7.26 0.45 -4.32  0.068
H -3.81 5.84 -9.43  0.073
H 2.86 -7.13 -4.74  0.077
H 1.73 3.34 -0.20  0.044
H -6.43 3.99 1.90  0.044
H 5.04 -0.97 -1.15  0.039
H 6.38 3.22 -1.80  0.056
H 8.97 -5.17 2.59  0.074
H -3.42 -7.52 4.11  0.073
H 3.81 -8.38 -3.90  0.071
H -1.66 2.83 -4.12  0.071
H -5.42 5.30 6.70  0.076
H -7.12 5.69 0.68  0.070
H 5.17 -0.81 -6.42  0.084
H -7.95 5.27 -0.86  0.081
H 4.96 -5.10 -3.24  0.075
H 4.35 1.62 0.06  0.085
H 1.43 3.29 1.47  0.077
H -5.25 -1.41 3.41  0.077
H 2.88 -0.93 -4.20  0.068
H 8.11 -5.27 1.15  0.069
H -2.17 -2.88 3.51  0.037
H 4.03 -1.98 -4.93  0.054
H -6.78 2.93 -1.80  0.082
H -3.77 7.55 2.55  0.078
H 1.05 -3.91 -1.50  0.062
H 7.71 -7.05 3.79  0.073
H -2.51 3.20 1.07  0.062
H 2.06 -0.29 -0.34  0.062
H -6.20 4.29 7.90  0.086
H -4.76 -4.37 1.36  0.058
H 3.86 -2.03 3.89  0.074
H -5.86 -0.94 7.52  0.077
H -1.66 -3.78 6.82  0.077
H 7.29 -5.53 6.08  0.074
H 7.41 4.04 -2.92  0.085
H 0.14 -3.22 -5.56  0.173
H -0.79 -3.29 4.61  0.083
H -3.43 2.24 0.15  0.066
H -4.94 5.34 -6.16  0.071
H -5.09 3.35 -2.27  0.051
H 6.75 -4.27 7.14  0.074
H -2.90 -5.37 1.02  0.056
H 3.40 -4.58 -3.45  0.040
H 8.06 -2.84 6.04  0.077
H -7.62 2.99 5.00  0.078
H 3.40 -10.64 -1.48  0.080
H 4.40 4.94 0.47  0.069
H 1.09 -5.73 0.47  0.052
H -4.43 6.03 3.04  0.059
H -4.36 4.12 7.41  0.070
H 5.74 4.21 -2.98  0.076
H 7.92 -3.79 2.00  0.066
H -1.89 -4.43 -3.79  0.132
H -6.65 0.29 8.55  0.082
H 4.16 -1.60 -3.22  0.056
H -0.91 5.91 2.66  0.052
H 4.50 2.87 -1.23  0.049
H -3.76 6.19 -4.53  0.042
H -2.93 6.07 2.12  0.043
H -2.36 0.64 6.09  0.065
H 1.30 -7.39 1.04  0.075
H 5.00 -6.75 -0.37  0.080
H 6.41 -0.26 -1.97  0.065
H 4.28 -9.22 -0.90  0.067
H -5.76 7.60 -0.42  0.062
H -4.23 4.82 -3.57  0.063
H 5.56 -3.77 0.77  0.076
H -2.57 -4.65 -1.28  0.135
H 0.64 6.24 -2.74  0.058
H -7.62 4.04 0.36  0.065
H -0.91 8.50 -5.26  0.083
H 2.98 8.55 -1.57  0.072
H -2.40 8.20 -6.16  0.076
H 0.00 5.74 -1.23  0.063
H -2.04 -2.13 5.10  0.070
H -6.51 4.26 -2.79  0.076
H -1.57 1.58 4.84  0.074
H -4.51 -2.81 1.21  0.079
H -4.80 8.49 0.82  0.069
H -1.80 0.13 -3.32  0.082
H -3.39 2.91 -3.72  0.057
H -7.04 0.10 6.81  0.078
H -2.78 -0.72 -2.05  0.070
H 0.70 5.74 2.67  0.061
H -1.23 0.60 1.71  0.067
H 6.96 -7.37 2.21  0.077
H -0.08 8.55 -0.20  0.075
H 0.53 1.11 -2.34  0.079
H -4.69 1.94 8.96  0.073
H 0.89 7.44 -5.79  0.077
H 0.53 -8.94 -2.96  0.083
H 0.58 1.21 -0.57  0.055
H 5.94 0.81 -6.12  0.070
H 8.25 1.88 -4.45  0.080
H 0.84 -10.20 -1.69  0.074
H -2.34 -7.65 2.77  0.072
H 1.67 -2.27 1.39  0.054
H 5.38 -1.60 4.39  0.059
H -2.93 0.53 4.39  0.060
H -0.61 2.16 -1.59  0.082
H -7.69 4.48 5.97  0.078
H 2.46 7.47 -2.84  0.071
H 2.95 -1.59 -1.10  0.056
H -2.63 6.96 -8.72  0.066
H -2.05 5.43 -9.27  0.075
H -1.91 3.81 5.11  0.085
H 1.47 4.97 -1.85  0.070
H 4.25 -7.87 0.90  0.070
H -6.16 -3.45 1.91  0.088
H -4.03 -7.26 2.40  0.078
H 5.99 -7.07 3.70  0.074
H 1.13 -4.39 -8.20  0.155
H -3.15 3.75 3.86  0.055
H 5.51 -5.22 6.24  0.072
H -3.55 4.31 5.51  0.047
H 2.86 -9.83 -0.02  0.081
H -3.47 -3.55 7.07  0.072
H -6.73 4.47 4.51  0.058
H 6.08 0.30 -0.45  0.084
H 4.60 -7.02 -4.54  0.080
H -3.36 1.74 7.82  0.058
H -1.84 -0.98 2.35  0.064
H 2.29 -6.11 1.81  0.078
H 4.23 0.71 -6.60  0.084
H -0.04 9.03 1.44  0.080
H -3.99 0.27 8.71  0.085
H -0.15 -3.17 -2.60  0.055
H 7.45 -1.90 4.77  0.062
H -3.61 2.01 2.00  0.082
H 0.67 6.13 -6.87  0.072
H 3.76 3.67 1.61  0.073
H 0.17 -3.09 1.83  0.064
H 8.45 -3.31 4.32  0.063
H 0.79 -2.73 -7.78  0.145
H 1.51 -2.89 -2.93  0.062
H -2.75 -5.13 6.88  0.074
H -5.41 3.39 3.17  0.045
H -0.05 7.32 3.26  0.088
H -5.99 2.36 1.65  0.104
H -4.50 -2.05 4.83  0.065
H -0.49 -0.27 3.06  0.071
H 7.90 1.29 -2.81  0.075
H 0.35 4.25 0.54  0.073
H -2.68 0.99 -2.05  0.058
H -2.18 -4.04 1.78  0.043
H 4.04 5.31 2.04  0.068
H -2.16 7.61 -4.51  0.059
H 4.91 -2.19 0.82  0.058
H -2.78 5.93 -3.21  0.075
H 3.03 1.93 -1.10  0.049
H 3.94 -4.76 -1.74  0.062
H -5.24 6.24 -7.71  0.084
H 1.76 -10.31 -2.99  0.068
H -1.51 8.18 0.87  0.072
H 0.81 -1.88 2.96  0.075
H -1.24 -5.56 1.74  0.074
H -6.14 -2.64 4.44  0.089
H 4.64 -0.99 2.79  0.080
H -4.40 6.98 -6.31  0.056
H -1.00 -5.56 -2.75  0.103
H 4.45 -6.18 1.14  0.047
H 2.11 -0.42 -2.08  0.048
H -4.09 7.89 -0.60  0.065
H 3.89 -3.51 1.30  0.074
H 0.61 5.85 -5.08  0.067
H 3.80 6.99 -1.60  0.070


(2)
Here is a single HN3P2 molecule at a distorted geometry from the Open Molecules 2025 dataset. Energies are from the ωB97M-V functional and the def2-TZVPD basis.

Properties
Frontier orbital gap: 7.9453 eV
2S+1: 1
SMILES: [H]/P=N/N=P#N
HOMO level: -9.1 eV
Energy above the lowest of the compared OMol25 structures with the same formula, charge and spin: 284.10 kJ/mol

Each line ends with the natural charge from an NBO analysis.
Element x y z (Å)
P 4.29 0.21 0.22  0.972
P 0.22 -0.75 0.17  0.502
N 4.17 -0.85 -0.75  -0.952
N 1.47 0.17 0.06  -0.301
N 2.47 0.78 -0.11  -0.167
H -0.60 0.17 0.52  -0.055


(3)
Here is a molecular structure, C8H6FNO at a distorted geometry from the Open Molecules 2025 dataset. Energies are from the ωB97M-V functional and the def2-TZVPD basis.

Properties
Frontier orbital gap: 9.8520 eV
2S+1: 1
HOMO level: -9.9 eV
Energy above the lowest of the compared OMol25 structures with the same formula, charge and spin: 44.13 kJ/mol

Each line ends with the natural charge from an NBO analysis.
Element x y z (Å)
F -1.99 2.04 -1.93  -0.507
O 0.23 2.92 -1.37  -0.612
N 0.17 0.84 -4.08  -0.257
C -0.90 -1.44 0.21  -0.185
C -0.22 0.67 -0.70  -0.109
C -0.03 1.27 -3.07  0.206
C -0.28 1.78 -1.68  0.575
C 0.01 -1.41 1.25  -0.204
C -1.06 -0.43 -0.74  -0.166
C 0.85 -0.36 1.22  -0.192
C 0.79 0.66 0.27  -0.197
H 1.54 -0.40 2.17  0.218
H -0.03 -2.03 2.07  0.218
H -1.52 -2.40 0.09  0.216
H 0.44 3.54 -2.07  0.522
H -1.81 -0.52 -1.48  0.242
H 1.43 1.51 0.47  0.230


(4)
Here is a single C4H7Cl2N molecule at a distorted geometry from the Open Molecules 2025 dataset. Energies are from the ωB97M-V functional and the def2-TZVPD basis.

Properties
Frontier orbital gap: 10.4356 eV
2S+1: 1
SMILES: N[C@@H]1[C@H](Cl)C[C@@H]1Cl
HOMO level: -9.7 eV
Energy above the lowest of the compared OMol25 structures with the same formula, charge and spin: 9.67 kJ/mol

Each line ends with the natural charge from an NBO analysis.
Element x y z (Å)
Cl -1.21 -0.63 -1.91  -0.063
Cl -1.69 1.05 1.36  -0.065
N -0.41 -1.69 0.96  -0.818
C 0.29 -0.15 -1.08  -0.213
C 0.36 -0.59 0.42  -0.077
C 0.01 0.83 0.85  -0.185
C 0.29 1.31 -0.59  -0.438
H 0.57 1.30 1.63  0.220
H -0.46 2.01 -1.04  0.241
H 1.21 1.81 -0.71  0.223
H -0.05 -2.55 0.56  0.367
H 1.41 -0.74 0.61  0.208
H -1.41 -1.55 0.70  0.380
H 1.10 -0.41 -1.76  0.218


(5)
Here is a single C23H25F3N2O3 molecule from the Open Molecules 2025 dataset. Energies are from the ωB97M-V functional and the def2-TZVPD basis.

Properties
Frontier orbital gap: 9.1938 eV
2S+1: 1
SMILES: COc1ccc(C(=O)N2CCC[C@@H](CCC(=O)NCc3ccc(F)c(F)c3)C2)cc1F
HOMO level: -8.5 eV
Energy above the lowest of the compared OMol25 structures with the same formula, charge and spin: 99.80 kJ/mol

Each line ends with the natural charge from an NBO analysis.
Element x y z (Å)
F 0.32 -5.72 -0.19  -0.315
F 3.31 -3.32 0.09  -0.320
F -1.14 -5.08 -2.43  -0.316
O 2.37 -3.29 -2.40  -0.480
O -1.74 1.69 -0.67  -0.665
O 0.09 0.08 2.34  -0.670
N -2.48 0.01 0.63  -0.608
N 1.06 1.85 1.33  -0.427
C -0.37 -4.57 -0.24  0.364
C -0.19 3.92 1.86  -0.219
C 2.47 -2.33 -0.26  0.407
C -1.63 3.58 1.41  -0.416
C 0.67 2.76 2.38  -0.228
C -1.05 -2.51 0.78  -0.221
C 1.85 -3.34 -3.71  -0.252
C -0.33 -3.70 0.83  -0.272
C -2.63 -0.93 -0.44  -0.251
C 1.11 -1.26 -1.91  -0.283
C 1.23 -0.36 0.32  -0.145
C 1.82 2.48 0.28  -0.213
C 0.75 -0.30 -0.98  -0.206
C 0.58 4.60 0.72  -0.392
C 2.10 -1.40 0.68  -0.259
C -1.80 -2.19 -0.34  -0.015
C 0.98 3.59 -0.35  -0.429
C -1.83 -3.07 -1.41  -0.275
C 1.97 -2.30 -1.58  0.235
C -2.17 2.16 1.66  -0.516
C -1.11 -4.25 -1.37  0.315
C 0.74 0.54 1.41  0.687
C -2.08 1.29 0.42  0.707
H -2.37 -0.40 -1.36  0.244
H -2.30 4.29 1.90  0.213
H -0.02 5.39 0.28  0.212
H 0.71 -1.19 -2.91  0.225
H 1.58 3.19 2.81  0.196
H -1.72 3.75 0.34  0.233
H 1.49 5.06 1.13  0.197
H -2.40 -2.85 -2.30  0.226
H 2.48 -1.48 1.68  0.237
H 0.17 2.19 3.16  0.240
H 2.12 1.74 -0.46  0.231
H 2.14 -2.46 -4.29  0.175
H 0.76 -3.44 -3.70  0.182
H -1.66 1.65 2.48  0.247
H -3.69 -1.23 -0.52  0.204
H 0.26 -3.95 1.69  0.235
H 2.73 2.91 0.73  0.185
H -3.23 2.22 1.92  0.231
H -0.98 -1.83 1.61  0.250
H 0.07 0.48 -1.26  0.248
H -2.68 -0.30 1.57  0.404
H 0.10 3.14 -0.79  0.237
H -0.27 4.63 2.69  0.209
H 2.29 -4.23 -4.16  0.206
H 1.56 4.08 -1.13  0.211


(6)
Here is 10 unconnected molecules or ions with the total composition C15H40F18N8O17P2S6 at a distorted geometry from the Open Molecules 2025 dataset. Energies are from the ωB97M-V functional and the def2-TZVPD basis.

Properties
Frontier orbital gap (alpha / beta): 7.1523 / 3.2770 eV
2S+1: 2
Net charge: +1
HOMO level (alpha / beta): -11.3 / -11.3 eV

Each line ends with the Löwdin spin population.
Element x y z (Å)
S -1.11 3.49 -6.42  -0.013
S -1.29 1.94 -4.66  -0.016
S -0.01 5.79 -1.56  0.000
S 5.11 -4.06 0.77  0.000
S 4.26 -2.04 -0.21  0.000
S 1.81 7.17 -1.61  0.000
P -0.90 0.37 -0.29  0.000
P -3.66 -1.05 3.76  0.000
F -0.63 0.89 1.23  0.000
F -2.05 -1.23 3.51  0.000
F -1.92 3.65 -7.81  -0.002
F 2.97 -1.12 0.04  0.000
F 0.74 0.14 -0.60  0.000
F 2.57 8.21 -2.60  0.000
F -3.36 0.54 3.81  0.000
F -1.04 -1.15 0.25  0.000
F -2.52 0.51 -0.02  0.000
F -3.57 -1.15 5.36  0.000
F -2.46 1.37 -3.68  -0.004
F -0.73 1.89 -0.88  0.000
F -5.27 -0.71 4.06  0.000
F -1.21 0.00 -1.88  0.000
F 4.58 -5.53 0.49  0.000
F -3.96 -2.64 3.71  0.000
F -1.21 5.47 -2.61  0.000
F -3.95 -0.82 2.14  0.000
O 2.75 6.11 -1.41  0.000
O 2.67 -3.21 4.99  0.000
O 0.29 -4.98 0.47  0.000
O -0.48 0.77 -5.00  0.165
O 0.63 4.49 -1.47  0.000
O 4.25 -2.02 -1.68  0.000
O 5.51 -4.14 2.17  0.000
O -1.02 2.71 4.79  0.000
O 6.12 -4.03 -0.25  0.000
O 1.59 8.09 -0.49  0.000
O -5.60 -1.53 -2.64  0.000
O 0.14 2.86 -6.84  0.031
O -1.09 4.84 -5.88  0.066
O -0.75 2.95 -3.71  0.215
O 5.19 -1.20 0.49  0.000
O 4.20 1.23 -1.21  0.000
O -0.67 6.32 -0.39  0.000
N -1.67 3.24 2.56  0.000
N -3.72 -1.77 -1.16  0.000
N 3.65 -3.21 0.48  0.000
N 2.33 -2.49 2.71  0.000
N -2.31 2.46 -5.67  0.556
N 0.71 6.90 -2.61  0.000
N 2.33 2.40 -2.16  0.000
N 1.94 -4.45 -1.17  0.000
C -0.88 4.39 2.01  0.000
C 1.11 -5.45 -0.35  0.000
C 2.14 1.19 -3.16  0.000
C 2.36 -3.53 3.84  0.000
C 3.26 1.98 -1.08  0.000
C -5.08 -1.22 -1.59  0.000
C 1.20 -6.93 -0.47  0.000
C -2.76 4.24 4.63  0.000
C 2.13 -4.97 3.54  0.000
C -5.72 -0.23 -0.62  0.000
C -3.78 -3.07 -0.26  0.000
C -1.75 3.36 4.07  0.000
C 1.14 -3.34 -1.84  0.000
C 3.02 2.65 0.25  0.000
C 0.94 -2.12 2.22  0.000
H 2.68 3.21 -2.65  0.000
H 1.64 1.61 -4.04  0.000
H 2.67 -4.00 -0.63  0.000
H 0.40 -1.71 3.08  0.000
H 1.42 2.66 -1.82  0.000
H -1.43 2.28 2.34  0.000
H 0.40 -2.98 1.83  0.000
H 1.59 0.37 -2.70  0.000
H 0.42 -7.40 0.12  0.000
H 2.06 -7.18 0.14  0.000
H 2.22 -5.58 4.45  0.000
H -0.81 4.37 0.93  0.000
H -4.08 -3.96 -0.81  0.000
H 2.79 -1.64 3.02  0.000
H 2.13 2.29 0.77  0.000
H 1.29 -7.29 -1.50  0.000
H -4.37 -2.98 0.65  0.000
H 3.84 2.50 0.95  0.000
H 2.38 -4.99 -1.90  0.000
H -2.62 3.30 2.21  0.000
H -2.72 -3.14 0.01  0.000
H 0.15 4.22 2.33  0.000
H 1.87 -2.71 -2.36  0.000
H 0.98 -1.30 1.50  0.000
H 0.65 -2.76 -1.06  0.000
H -5.75 -0.62 0.40  0.000
H 2.88 -5.34 2.84  0.000
H 3.10 0.88 -3.58  0.000
H -5.25 0.75 -0.59  0.000
H -6.75 0.01 -0.90  0.000
H 2.89 -2.82 1.94  0.000
H 1.12 -5.08 3.14  0.000
H -3.15 -1.06 -0.72  0.000
H -3.76 3.96 4.29  0.000
H -1.38 5.32 2.31  0.000
H 2.94 3.74 0.15  0.000
H -2.65 5.25 4.24  0.000
H 0.47 -3.86 -2.51  0.000
H -2.53 4.36 5.69  0.000
H -3.22 -1.93 -2.03  0.000


Taking the records one at a time from the top gives molecular weight values of 1824.9; 105.0; 151.1; 140.0; 434.5; 1200.8 Da.